[1]
21
Properties=species:S:1:pos:R:3:forces:R:3:lowdin_charge:R:1 method="wB97M-V/def2-TZVPD" homo_ev=-12.6 relative_energy_ev=3.444 total_energy_ha=-345.5695 total_charge=+1 largest_force_ha_per_bohr=0.1057
C -1.39174 -0.54483 0.28055 -0.30 0.69 -3.15 -0.326
C -2.07776 0.33177 1.30619 1.44 -0.27 1.27 -0.040
H -2.29515 1.29144 0.84268 -0.55 -0.10 0.11 0.075
C -0.80350 -1.72097 0.39300 -1.24 -1.15 5.17 -0.004
N -0.42998 0.31304 -1.95289 -4.11 -0.55 -0.20 0.033
H -2.95472 -0.17165 1.79234 0.75 0.64 -0.58 0.109
H 1.34548 0.49948 1.37911 -0.16 -0.25 0.77 0.157
C 1.57650 1.03966 -0.57802 -0.71 1.20 -1.64 -0.060
H 0.95108 1.97401 -0.25118 1.57 -1.77 -0.25 0.163
H 1.11887 1.24733 -2.72377 0.66 0.02 0.19 0.133
H -2.38820 0.04818 -1.68653 -0.46 -0.30 -0.11 0.118
H -1.31761 0.59322 2.13565 -1.19 -0.54 -0.98 0.105
H 1.36212 -0.37774 -2.11477 1.64 -2.49 -1.14 0.098
H -0.81667 -2.23430 1.43991 0.08 1.07 -1.55 0.126
H 2.37149 -0.50162 0.63222 2.45 -1.25 0.26 0.134
H 2.62960 1.27010 -0.92495 -1.07 -0.05 1.32 0.142
H -0.46461 -2.43085 -0.27792 0.65 -0.60 -2.11 0.061
N 1.53194 -0.03450 0.54716 0.39 4.28 -1.34 0.228
C 0.92171 0.52354 -1.93245 0.29 2.07 2.62 -0.231
H 0.80588 -0.66085 0.35254 -2.01 -1.47 -0.12 0.039
C -1.41333 -0.06033 -1.23808 1.86 0.83 1.46 -0.062

---

[2]
72
Properties=species:S:1:pos:R:3:forces:R:3:lowdin_charge:R:1 method="wB97M-V/def2-TZVPD" smiles=CC(C)O.CC(C)O.CC(C)O.CC(C)O.CO.CO.CO.CO homo_ev=-9.7 relative_energy_ev=2.350 total_energy_ha=-1240.2217 largest_force_ha_per_bohr=0.0680
O -2.51299 -3.61890 -0.18477 0.77 -0.54 -0.36 -0.090
H -2.16258 1.59785 1.39095 -0.29 0.75 -0.14 0.081
H -2.17528 -0.75989 3.22114 1.37 1.19 0.89 0.048
C 0.50711 -0.45069 1.09454 -1.68 -0.35 -0.27 -0.171
C 3.33594 -2.67819 -0.33666 -0.78 0.60 2.24 -0.056
H 0.25704 -4.87270 -1.58758 0.41 -0.65 -0.41 0.080
H -0.23327 0.14793 0.55322 0.06 0.45 0.29 0.067
C -4.47212 -2.04433 -2.68707 2.02 0.62 1.56 -0.057
H 3.87979 -0.56039 0.88246 -1.23 0.41 0.97 0.027
H 5.86446 -2.70034 -1.33256 -0.38 0.43 0.19 0.092
H 1.23227 3.40459 0.23920 0.74 -1.15 0.58 0.086
H 2.80499 -3.16923 -1.12802 0.20 -0.58 -0.67 0.058
H -4.78652 -2.94825 -3.10727 0.15 -1.63 -0.70 0.059
H -5.00390 -1.94387 -1.75780 -0.55 0.48 0.22 0.080
H 3.29861 1.82602 2.46100 0.28 0.82 -0.16 0.094
O 4.61699 -0.68839 0.31503 0.54 -0.82 -1.68 -0.046
H -2.31163 3.27373 0.59338 0.76 -0.14 0.29 0.061
H 0.04777 5.15976 -2.61663 -0.34 -0.18 -0.17 0.072
C 0.13325 5.35296 -1.55766 1.21 -0.24 1.99 -0.071
C -3.00612 -1.18543 2.76039 -1.79 -0.33 -0.18 -0.124
C 2.03320 4.38595 2.61003 0.00 -2.14 -0.29 -0.042
O 1.71330 0.15666 1.29989 1.62 -0.28 0.08 -0.108
C 4.10391 -1.45457 -0.80961 1.20 -0.06 0.51 -0.465
C 3.79943 2.71339 1.99360 0.12 -1.81 -0.48 -0.066
H -0.39259 6.26910 -1.24966 0.06 -0.44 -0.30 0.080
H -3.21320 -0.15860 0.07693 0.08 0.91 -1.00 0.074
H -2.67778 -3.21702 -1.06923 -0.16 0.17 0.41 0.042
H -0.12599 -3.76814 1.30161 -0.08 -0.55 -0.65 0.080
H -3.91306 -0.58524 2.84052 0.09 0.04 0.96 0.091
O -3.02942 -2.06187 -2.32316 -1.67 -1.48 -1.51 -0.142
H 4.97511 -2.08098 -2.65918 -0.76 -0.49 -1.21 0.060
H -0.04620 -5.54563 1.10719 0.31 -0.40 -0.17 0.069
H 1.39253 5.11748 2.14708 -0.45 0.43 0.34 0.062
H -2.86207 -1.20804 -1.95572 0.13 1.36 0.66 0.029
H 0.08828 -0.72340 2.05917 -0.40 -0.34 0.05 0.079
H 3.46699 -0.86501 -1.44221 -0.62 0.76 -0.02 0.123
C 5.29180 -1.81837 -1.68749 -0.09 -1.94 0.97 -0.060
H -4.09816 2.39804 -1.80631 0.89 0.79 -0.37 0.110
H -3.74485 2.42002 0.91269 0.82 -0.72 -0.25 0.105
H 1.24529 5.51810 -1.33665 -1.48 -0.34 -0.24 0.095
C -2.66417 2.24585 0.64420 -1.07 0.19 0.05 -0.043
H -1.41065 -4.72118 1.78761 -1.29 -0.52 1.04 0.045
O -3.31250 0.39130 -0.76503 -0.26 -0.99 0.66 -0.104
H -2.73076 -2.13908 1.11051 0.30 -1.18 -0.91 0.042
H 3.24030 4.43591 0.87756 0.13 0.03 -0.65 0.128
H 5.99835 -1.07274 -1.86655 0.96 1.71 0.24 0.054
H 2.79129 4.81509 3.26808 -0.28 0.26 -0.06 0.076
C -2.53102 1.58177 -0.71684 0.71 -1.06 0.02 -0.514
H 1.45870 3.59504 3.18013 0.38 1.09 -0.49 0.106
H 4.02912 -3.34048 0.24509 -0.75 0.32 -0.66 0.099
H -4.66012 -1.27315 -3.39580 -0.22 0.83 -0.31 0.073
H -2.65916 2.03993 -2.84712 -0.27 -0.32 0.16 0.085
O -2.81395 -1.23341 1.37468 0.37 0.12 -0.37 -0.136
C -1.41127 -4.54316 -0.36618 -0.02 -0.46 1.82 -0.437
C 2.77318 3.65342 1.46376 -0.55 -0.45 0.72 -0.482
H -2.49825 3.37746 -1.81982 -0.16 1.60 0.23 0.039
H 2.46145 -2.37426 0.36570 1.61 -0.28 -0.87 0.083
H -0.98048 -3.83340 -2.31328 -0.06 0.10 -0.66 0.073
C -0.69126 -4.69098 1.02493 0.12 1.59 -1.30 -0.036
H -1.81014 -5.54570 -0.65436 0.05 0.62 0.20 0.140
H -0.55824 3.54193 -1.27090 -0.52 -2.01 -1.44 0.009
H -1.47299 1.22756 -0.86025 -0.45 0.70 0.11 0.129
C -0.44890 -4.08766 -1.41647 -0.15 -0.01 0.21 -0.059
O -0.37275 4.23667 -0.69652 1.38 3.21 0.19 -0.143
H 1.66327 1.09001 1.10934 0.06 0.86 -0.25 0.024
H 4.40444 2.26831 1.16300 -0.20 0.58 0.76 0.101
C -2.98190 2.44470 -1.88157 -0.82 -1.83 0.09 -0.042
H 0.56095 -1.31722 0.44303 0.39 -0.53 0.13 0.054
H -3.13118 -2.15493 3.26365 -0.26 0.02 -0.53 0.096
O 1.91652 2.80031 0.66207 -1.08 2.33 -0.60 -0.092
H 0.13956 -3.25502 -1.08292 0.11 0.74 0.20 0.058
H 4.38224 3.20299 2.74549 0.74 0.13 0.30 0.070

---

[3]
75
Properties=species:S:1:pos:R:3:forces:R:3:lowdin_spin:R:1 method="wB97M-V/def2-TZVPD" multiplicity=5 homo_ev="-13.3 / -13.3" total_energy_ha=-2988.5719 s_squared=6.004 total_charge=+2 largest_force_ha_per_bohr=0.0510
C -1.24779 -1.48750 4.55612 0.28 -0.25 0.59 0.000
C 1.34110 1.53852 2.90993 0.17 0.38 -0.14 0.000
O -1.89804 0.01857 1.94056 0.34 -0.74 -1.53 -0.009
C -0.51055 0.42297 5.84609 0.09 -0.45 0.30 0.000
P -0.17007 2.45134 -0.78385 0.68 0.44 -0.32 -0.005
H -3.34891 -2.13602 0.17517 0.25 0.65 0.06 0.000
H -1.02065 -3.41541 5.50258 0.02 0.31 0.13 0.000
H 0.23709 0.00295 7.83031 -0.13 -0.18 -0.29 0.000
C -0.06133 1.54923 -2.41566 -1.05 -0.50 -0.97 0.001
H 1.44279 0.46100 2.74955 0.08 0.16 0.15 0.000
C 0.63805 -3.65538 1.87137 -0.15 0.17 0.47 -0.002
H 0.17530 2.34752 -3.13622 -0.36 -0.41 -0.09 0.000
C -0.17355 -0.42355 6.91258 -0.15 0.15 -0.30 0.000
H 0.04498 -5.00804 -0.53325 -0.12 0.26 0.01 0.000
C 1.53773 3.05943 -0.66042 0.19 0.08 0.27 0.000
H -6.07463 4.24832 4.16478 0.29 -0.15 -0.03 0.000
C -0.03574 3.47672 3.29797 0.08 0.16 -0.05 0.000
H 1.55532 -3.23598 2.30442 -0.27 -0.10 -0.04 0.000
H 3.69724 -0.58955 -4.31557 -0.22 0.05 0.26 0.000
H -1.56751 -4.32903 -0.17604 0.15 -0.13 -0.23 0.000
H -5.35792 2.57546 5.87617 0.15 0.10 -0.29 0.000
C -5.17407 3.65342 4.00640 0.27 -0.23 0.00 0.000
C -2.88813 2.08789 3.57499 -0.06 -0.15 -0.17 0.000
H 3.26352 4.33019 3.31339 -0.20 -0.17 -0.02 0.000
H 1.98082 -3.61552 -1.03527 0.04 0.56 0.32 0.000
C -4.41516 3.82658 2.84136 0.14 -0.11 -0.04 0.000
H -2.68630 3.18816 1.71341 -0.16 -0.04 0.18 0.000
P 0.16691 -2.74899 0.36215 1.26 -1.28 -0.44 -0.006
C 1.10589 4.28022 3.37190 -0.05 -0.13 0.02 0.000
H -1.67437 -1.91035 3.64274 0.07 0.10 0.25 0.000
H 0.77519 -4.72636 1.66438 0.04 0.38 0.00 0.000
C -1.05747 -0.10707 4.66810 0.08 -0.38 -0.25 0.000
H 1.68599 3.86478 -1.39211 0.06 -0.22 0.16 0.000
C 2.92479 -0.55378 -3.54507 -0.17 -0.35 0.14 0.001
H 0.99738 5.34777 3.56158 0.07 -0.26 -0.02 0.000
H -0.50721 4.62873 -1.82078 -0.14 -0.23 0.08 0.000
C 1.95735 0.45030 -3.55730 -0.05 -0.02 0.39 0.000
H -3.31246 1.21095 5.50450 -0.17 0.18 -0.22 0.000
O -2.88726 -1.27723 0.08270 -1.22 -1.14 2.03 -0.004
H -0.33768 1.49798 5.93883 -0.05 -0.28 -0.02 0.000
H 2.23699 2.23745 -0.86359 -0.11 0.23 0.11 0.000
N 0.94206 -0.52560 -1.61138 0.49 -0.19 0.17 -0.008
C 2.87170 -1.54735 -2.56088 0.18 -0.13 -0.13 0.000
C -3.63103 1.93407 4.75049 -0.33 0.37 -0.11 0.000
Si -1.45618 0.96815 3.21829 -0.28 1.24 1.72 0.000
H -0.17219 -3.53334 2.60353 0.30 -0.12 -0.07 0.000
H 3.46900 1.88351 2.89342 -0.19 0.12 0.04 0.000
C 2.37126 3.71080 3.23066 -0.19 -0.15 -0.06 0.000
C 1.00566 0.46095 -2.54055 -0.35 0.01 0.18 0.001
C -1.11538 3.94532 -1.21398 -0.32 0.12 0.05 -0.002
C 2.48374 2.33759 2.99461 0.06 -0.13 -0.07 0.000
C 1.85498 -1.53123 -1.61171 0.03 0.22 -0.15 0.000
H -4.70911 4.56987 2.09870 0.02 -0.18 0.24 0.000
H -3.06859 -0.55862 -1.21950 0.23 1.19 -2.26 0.000
H 3.60824 -2.36108 -2.52134 -0.32 0.47 -0.14 0.000
C 0.06519 2.09928 3.06420 -0.21 -0.46 -0.64 0.001
Pm -0.97290 -0.15397 -0.03754 1.36 1.19 -0.55 4.035
H 1.72642 3.43971 0.35098 0.00 -0.05 -0.20 0.000
C -4.77591 2.71324 4.96310 0.08 0.01 -0.12 0.000
C 1.78678 -2.63357 -0.55516 0.12 0.24 0.08 0.000
H -2.03031 3.68339 -1.76263 0.20 0.08 0.17 0.000
H 2.57174 -2.46770 0.21418 -0.29 -0.05 -0.53 0.000
H -0.68869 -3.82685 -1.65546 -0.08 -0.07 0.19 0.000
H -1.40253 4.46658 -0.29012 0.07 -0.14 -0.23 0.000
O -2.59026 -0.00595 -1.99259 -1.37 -0.91 1.53 -0.004
C -3.27685 3.04323 2.62376 -0.63 0.15 0.38 0.000
H -0.08722 -2.46938 7.61895 -0.11 0.26 -0.33 0.000
H -3.26130 0.39867 -2.57986 0.45 -0.33 0.50 0.000
H -1.11893 1.07963 -2.62587 2.27 1.18 0.02 0.000
C -0.88649 -2.33629 5.60867 0.00 0.04 0.06 0.000
C -0.58029 -4.10880 -0.60123 -0.57 0.13 -0.11 0.000
H -1.01562 3.92981 3.45364 0.29 -0.11 -0.05 0.000
C -0.35893 -1.80557 6.79292 -0.05 0.05 -0.26 0.000
H 1.93863 1.21529 -4.32899 0.07 -0.11 0.19 0.000
H -2.69054 -0.78522 1.11015 -0.90 -0.40 0.04 0.000